111
Properties=species:S:1:pos:R:3:forces:R:3:lowdin_charge:R:1 method="wB97M-V/def2-TZVPD" total_charge=+1 homo_ev=-10.0 e_above_lowest_kcal_mol=5.5 total_energy_ha=-3436.1409
Au 0.50186 -0.50428 -1.38881 0.0336 -0.0753 0.0708 0.904
C -2.80516 -0.43315 3.75662 0.0124 0.0230 -0.0087 -0.022
N -2.62981 -0.39446 2.31338 -0.0089 -0.0120 -0.0747 -0.055
C -1.48561 -0.63979 1.60427 0.0002 -0.0102 0.0373 -0.447
N -1.71721 -0.59773 0.31356 -0.0078 0.0760 -0.0106 0.097
C -3.04247 -0.30505 0.15687 0.0056 -0.0341 0.0170 -0.182
C -3.63235 -0.17619 1.39486 0.0182 0.0173 0.1080 -0.116
C -5.02640 0.08440 1.79240 0.0006 -0.0252 -0.0619 -0.196
C -5.35260 1.17932 2.58935 -0.0091 0.0090 0.0178 -0.042
C -6.67127 1.41916 2.94557 0.0042 -0.0012 -0.0053 -0.071
C -7.67512 0.57072 2.50012 -0.0051 0.0028 0.0019 -0.075
C -7.35843 -0.51617 1.69693 0.0086 -0.0023 -0.0077 -0.064
C -6.04000 -0.76055 1.34529 -0.0101 0.0012 0.0133 -0.024
C -3.62856 -0.15212 -1.18348 -0.0158 -0.0562 -0.0563 -0.173
C -4.68484 0.72443 -1.42424 -0.0403 0.0308 0.0116 -0.032
C -5.20702 0.85905 -2.70188 -0.0029 -0.0002 -0.0202 -0.079
C -4.67575 0.12879 -3.75643 -0.0089 -0.0041 0.0142 -0.090
C -3.61960 -0.74240 -3.52582 -0.0021 0.0006 0.0110 -0.082
C -3.10238 -0.88448 -2.24707 -0.0058 0.0109 -0.0056 -0.048
P 0.12603 -0.80344 2.42323 0.0182 -0.0543 -0.0102 1.169
C 1.05517 -1.89877 1.30046 0.0238 0.0420 -0.0171 -0.403
N 1.31269 -1.80435 -0.00248 -0.0585 -0.0691 0.0049 -0.035
C 2.07396 -2.88558 -0.36199 0.0089 0.0553 -0.0385 -0.182
C 2.29529 -3.65531 0.74898 -0.0424 -0.0363 0.0083 -0.112
N 1.65032 -3.02248 1.78368 0.0187 0.0201 0.0412 -0.050
C 1.67260 -3.47692 3.16994 0.0015 0.0029 -0.0042 -0.016
C 3.07229 -4.89675 0.89210 0.0163 -0.0050 -0.0162 -0.182
C 4.39241 -4.93156 0.44786 -0.0050 -0.0014 0.0015 -0.017
C 5.12982 -6.10105 0.54468 -0.0022 0.0016 -0.0033 -0.062
C 4.55670 -7.24229 1.08782 0.0065 -0.0056 0.0004 -0.072
C 3.24131 -7.21520 1.52921 -0.0062 0.0024 0.0030 -0.068
C 2.49968 -6.04835 1.42823 -0.0039 -0.0053 0.0020 -0.039
C 2.51880 -3.10822 -1.74809 0.0504 0.0276 -0.0050 -0.202
C 2.26827 -4.32094 -2.38266 -0.0037 -0.0043 0.0092 -0.023
C 2.67189 -4.51652 -3.69520 -0.0042 -0.0074 -0.0095 -0.069
C 3.32865 -3.50375 -4.38005 0.0046 0.0064 0.0052 -0.082
C 3.58943 -2.29473 -3.74804 0.0066 -0.0047 -0.0050 -0.081
C 3.18939 -2.09755 -2.43562 -0.0140 -0.0127 0.0000 -0.069
C 0.85380 0.82628 2.07087 0.0140 -0.0755 0.0424 -0.442
N 1.21894 1.31873 0.90894 -0.1054 0.1619 -0.0272 0.095
C 1.66831 2.59600 1.14004 0.0259 -0.0620 0.0098 -0.163
C 1.54486 2.87957 2.48660 0.0598 -0.0015 -0.0570 -0.118
N 1.04238 1.73878 3.06686 -0.0308 0.0229 0.0016 -0.057
C 0.79664 1.56013 4.49063 -0.0215 0.0205 -0.0085 -0.010
C 1.80900 4.09292 3.28534 0.0185 0.0189 -0.0069 -0.213
C 0.96253 5.19436 3.17835 -0.0004 -0.0076 -0.0061 -0.035
C 1.20456 6.33864 3.92271 0.0029 0.0008 -0.0003 -0.067
C 2.29162 6.38940 4.78455 -0.0012 0.0007 0.0087 -0.073
C 3.13535 5.29400 4.90129 -0.0010 -0.0033 0.0036 -0.067
C 2.89495 4.14987 4.15478 0.0321 -0.0004 -0.0111 -0.032
C 2.20899 3.40647 0.02923 0.0141 0.0126 0.0034 -0.151
C 2.76804 4.67116 0.22053 -0.0438 -0.0188 -0.0050 -0.021
C 3.25685 5.39637 -0.85581 0.0023 0.0015 -0.0046 -0.074
C 3.20451 4.87479 -2.13984 0.0080 0.0032 0.0033 -0.084
C 2.67380 3.60800 -2.33745 0.0003 -0.0034 0.0004 -0.075
C 2.18745 2.88060 -1.26371 0.0005 -0.0296 -0.0011 -0.058
H -2.01794 -1.04126 4.19497 0.0009 -0.0056 0.0026 0.066
H -3.77081 -0.87640 3.98804 0.0029 0.0008 0.0031 0.101
H -2.76910 0.56831 4.18627 0.0016 -0.0060 0.0014 0.090
H -4.57222 1.85673 2.91702 -0.0091 -0.0045 -0.0009 0.115
H -6.91618 2.27353 3.56276 -0.0015 -0.0029 0.0002 0.107
H -8.70434 0.75900 2.77540 0.0006 0.0007 -0.0006 0.107
H -8.14003 -1.17618 1.34450 0.0028 0.0015 0.0020 0.109
H -5.78773 -1.60374 0.71421 -0.0016 -0.0008 0.0088 0.125
H -5.10271 1.30592 -0.61090 0.0313 -0.0074 -0.0214 0.114
H -6.02973 1.54125 -2.87437 0.0070 -0.0006 -0.0032 0.107
H -5.08306 0.23796 -4.75345 -0.0008 -0.0032 0.0032 0.107
H -3.19612 -1.31461 -4.34218 -0.0040 0.0017 -0.0080 0.110
H -2.27952 -1.56446 -2.06290 -0.0038 -0.0006 0.0036 0.097
H 2.60851 -3.99924 3.34743 -0.0015 -0.0046 -0.0007 0.101
H 0.84236 -4.15274 3.36884 -0.0046 0.0023 0.0001 0.099
H 1.60239 -2.62146 3.83350 0.0042 0.0011 0.0072 0.060
H 4.83589 -4.03900 0.02431 -0.0040 -0.0021 0.0002 0.124
H 6.15429 -6.12026 0.19735 -0.0045 -0.0007 0.0020 0.110
H 5.13384 -8.15420 1.16410 -0.0012 0.0018 -0.0003 0.108
H 2.78894 -8.10624 1.94402 0.0015 0.0030 -0.0028 0.108
H 1.46491 -6.03816 1.74987 0.0042 0.0001 -0.0055 0.116
H 1.74934 -5.10745 -1.84839 0.0007 0.0035 -0.0037 0.121
H 2.47033 -5.46031 -4.18465 -0.0008 0.0023 0.0034 0.107
H 3.64432 -3.65863 -5.40356 -0.0024 0.0000 0.0015 0.106
H 4.11110 -1.50713 -4.27601 -0.0005 0.0009 0.0026 0.109
H 3.40044 -1.15988 -1.93577 -0.0016 0.0029 -0.0067 0.104
H 0.61492 2.53325 4.93908 -0.0043 -0.0072 0.0051 0.097
H 1.65474 1.09950 4.97937 0.0050 0.0080 -0.0012 0.101
H -0.07637 0.93022 4.64009 0.0030 -0.0037 0.0008 0.059
H 0.12134 5.15311 2.49708 0.0007 0.0001 0.0000 0.122
H 0.54603 7.19210 3.82902 0.0009 -0.0039 0.0006 0.108
H 2.48163 7.28310 5.36401 0.0016 -0.0011 -0.0025 0.108
H 3.98620 5.33246 5.56855 -0.0033 0.0018 -0.0011 0.108
H 3.56466 3.30138 4.23133 -0.0052 0.0006 -0.0039 0.122
H 2.83451 5.09802 1.20992 -0.0160 0.0079 0.0388 0.101
H 3.68660 6.37505 -0.68581 -0.0022 -0.0016 0.0011 0.107
H 3.58657 5.44483 -2.97641 -0.0016 0.0001 0.0020 0.104
H 2.64484 3.17821 -3.33113 -0.0017 -0.0015 -0.0001 0.105
H 1.80349 1.88087 -1.42280 -0.0005 0.0272 0.0038 0.052
N -1.11886 2.26337 -1.24936 0.0577 0.0136 0.0109 0.146
C -1.01860 1.78418 -2.49687 -0.0143 0.0256 0.0576 -0.690
N -0.34806 0.70010 -2.80351 0.0104 -0.0180 -0.0521 -0.094
C -0.45734 0.38608 -4.15921 0.0130 0.0276 0.0176 -0.325
C 0.10821 -0.71688 -4.78588 -0.0097 -0.0009 0.0127 -0.024
C -0.11674 -0.88819 -6.14045 0.0049 -0.0120 -0.0002 -0.071
C -0.88807 0.02166 -6.86495 0.0118 -0.0100 -0.0241 -0.080
C -1.44889 1.12561 -6.24603 -0.0346 0.0105 0.0277 -0.081
C -1.22550 1.29256 -4.88747 0.0168 0.0033 -0.0096 -0.466
S -1.82336 2.54881 -3.83215 0.0247 -0.0205 -0.0002 1.122
H -0.52874 1.85265 -0.53094 -0.0251 0.0164 -0.0498 0.055
H -1.45452 3.19940 -1.10640 -0.0050 -0.0041 0.0079 0.111
H 0.70658 -1.41749 -4.21465 -0.0044 0.0061 -0.0015 0.087
H 0.31297 -1.74372 -6.64485 -0.0027 0.0081 0.0007 0.107
H -1.04982 -0.13402 -7.92295 0.0016 -0.0020 0.0051 0.107
H -2.05015 1.83058 -6.80449 0.0067 0.0022 0.0020 0.113